# C39H61NO27

10 unconnected molecules or ions with the total composition C39H61NO27 at a distorted geometry (ωB97M-V/def2-TZVPD, the Open Molecules 2025 dataset).

- HOMO-LUMO gap (Ha) = 0.3754
- total energy (Ha) = -3608.8866
- HOMO energy (eV) = -10.15
- SMILES string = C[C@H]1COC(=O)O1.C[C@H]1COC(=O)O1.C[C@H]1COC(=O)O1.C[C@H]1COC(=O)O1.C[C@H]1COC(=O)O1.C[C@H]1COC(=O)O1.C[C@H]1COC(=O)O1.C[C@H]1COC(=O)O1.COC(=O)OC.CCCC#N
- energy above the lowest of the compared OMol25 structures with the same formula, charge and spin (kJ/mol) = 64.8
- multiplicity = 1

Each line ends with the Mulliken charge.
Geometry (Å):
C 5.607 -3.505 2.737  -1.73
C 4.476 -3.429 1.726  0.66
C 3.039 -3.685 2.241  -0.66
O 2.235 -2.856 1.405  0.05
C 3.013 -2.026 0.720  0.52
O 2.612 -1.046 0.121  -0.45
O 4.266 -2.263 0.939  -0.40
H 5.484 -2.798 3.557  0.35
H 6.488 -3.192 2.262  0.47
H 5.753 -4.502 3.078  0.44
H 4.729 -4.124 0.942  0.31
H 2.763 -3.411 3.247  0.32
H 2.734 -4.781 2.137  0.23
C -2.482 -2.518 -5.342  -1.60
C -1.833 -1.364 -4.546  0.34
C -2.638 -0.889 -3.348  0.02
O -1.779 -1.035 -2.233  1.37
C -0.676 -1.689 -2.642  -0.57
O 0.206 -2.105 -1.916  -0.54
O -0.738 -1.935 -3.902  -0.42
H -2.870 -3.293 -4.660  0.30
H -1.783 -2.960 -5.999  0.40
H -3.409 -2.153 -5.774  0.43
H -1.598 -0.546 -5.169  0.42
H -3.531 -1.474 -3.244  -0.21
H -2.965 0.155 -3.537  0.16
C -3.413 -3.863 -1.151  -0.44
C -4.799 -3.929 -0.533  0.47
C -5.787 -2.958 -1.235  0.28
O -6.925 -3.667 -1.425  -0.39
C -6.669 -4.972 -1.243  0.48
O -7.471 -5.866 -1.554  -0.62
O -5.469 -5.161 -0.756  -0.40
H -2.779 -4.649 -0.683  0.18
H -2.933 -2.973 -0.782  -0.19
H -3.435 -3.816 -2.260  0.13
H -4.862 -3.717 0.534  0.39
H -5.462 -2.736 -2.256  -0.02
H -5.931 -2.005 -0.709  0.05
C 4.026 0.464 3.126  -1.03
C 5.491 0.278 2.812  0.96
C 6.069 1.564 2.044  -0.50
O 7.187 2.018 2.773  -0.32
C 7.191 1.428 3.918  0.57
O 7.883 1.717 4.859  -0.56
O 6.299 0.341 3.953  -0.43
H 3.642 -0.480 3.603  0.17
H 3.422 0.601 2.218  -0.01
H 3.921 1.285 3.810  0.55
H 5.685 -0.675 2.307  -0.10
H 5.307 2.306 1.877  0.21
H 6.344 1.359 1.072  0.44
C -5.346 0.777 -1.257  -1.18
C -4.549 2.101 -1.303  0.06
C -3.993 2.624 0.024  -0.61
O -2.729 3.073 -0.348  0.34
C -2.402 2.448 -1.426  -0.04
O -1.272 2.438 -1.884  -0.53
O -3.427 1.936 -2.088  -0.23
H -4.737 -0.106 -0.948  -0.16
H -5.746 0.586 -2.240  0.52
H -6.139 0.798 -0.552  0.56
H -5.118 2.862 -1.724  0.54
H -3.888 1.801 0.734  0.07
H -4.580 3.394 0.434  0.64
C -1.309 5.799 -1.068  -1.53
C -1.127 6.098 0.439  0.43
C -2.400 6.728 1.102  -0.48
O -2.790 5.682 1.892  -0.36
C -1.985 4.708 1.912  0.59
O -2.153 3.704 2.620  -0.64
O -0.944 4.876 1.107  -0.13
H -0.522 5.172 -1.434  0.38
H -1.395 6.710 -1.660  0.48
H -2.256 5.338 -1.224  0.23
H -0.255 6.745 0.567  0.33
H -3.197 7.099 0.421  0.34
H -2.038 7.542 1.695  0.30
C 3.038 -0.700 -3.478  -1.25
C 1.911 0.064 -4.194  0.88
C 1.016 0.862 -3.201  1.01
O 1.361 2.227 -3.490  -0.32
C 2.029 2.290 -4.576  0.48
O 2.331 3.371 -5.072  -0.64
O 2.367 1.075 -5.044  -0.41
H 2.590 -1.256 -2.640  0.10
H 3.900 -0.063 -3.174  0.34
H 3.518 -1.463 -4.070  0.43
H 1.297 -0.652 -4.727  0.12
H 1.280 0.723 -2.093  -0.47
H -0.077 0.800 -3.247  -0.32
C -0.184 1.105 1.586  -1.05
C -0.794 -0.019 0.750  2.71
C -0.464 -1.380 1.396  -0.38
O -1.695 -1.835 1.951  -0.37
C -2.625 -1.131 1.368  -0.05
O -3.779 -1.547 1.360  -0.65
O -2.195 -0.085 0.664  0.30
H -0.706 1.050 2.531  0.55
H -0.315 2.048 1.101  -0.06
H 0.884 1.002 1.747  -0.16
H -0.375 0.002 -0.255  -1.34
H 0.378 -1.441 2.088  0.37
H -0.164 -1.930 0.516  0.06
C 1.629 3.615 2.791  0.00
O 1.554 4.774 3.594  -0.38
C 1.996 5.897 3.146  0.92
O 2.287 5.995 1.757  -0.65
O 2.005 6.866 4.014  -0.34
C 2.631 8.091 3.542  -0.60
H 2.521 3.445 2.188  0.23
H 0.872 3.652 1.993  -0.14
H 1.540 2.740 3.460  0.31
H 3.580 7.884 2.980  0.28
H 2.859 8.835 4.311  0.27
H 1.917 8.527 2.833  0.26
C -0.433 -5.263 1.611  -1.31
C 0.363 -5.447 0.320  0.77
C 0.428 -6.949 -0.040  -0.79
C 1.139 -7.293 -1.271  0.14
N 1.723 -7.581 -2.246  -0.47
H -0.132 -5.891 2.395  0.50
H -1.505 -5.536 1.472  0.36
H -0.480 -4.270 2.061  0.08
H 1.403 -5.122 0.332  0.04
H -0.013 -4.843 -0.524  -0.13
H -0.553 -7.207 -0.218  0.36
H 0.766 -7.480 0.808  0.45

Cartesian forces, eV/Å:
C -1.3 1.9 -0.1
C -0.9 -1.5 0.0
C -0.3 -1.9 -0.4
O -0.6 -0.8 -0.2
C -1.7 2.9 -0.3
O 0.2 -1.5 0.3
O 2.8 0.9 0.4
H -0.2 -0.2 0.3
H 1.4 0.3 -0.8
H -0.2 -0.8 0.3
H -0.1 -1.0 0.0
H 0.6 0.3 0.6
H 0.4 1.5 -0.1
C -1.3 1.0 1.8
C -1.9 -2.1 0.3
C -1.0 1.5 -1.1
O 0.0 0.4 0.3
C 0.9 -1.0 2.8
O -1.1 0.9 -0.6
O 2.2 -0.6 -2.1
H 0.6 0.2 0.1
H 0.5 -0.3 -1.0
H 0.2 0.1 -0.8
H 0.9 0.8 -0.8
H -0.5 -0.5 0.5
H 0.4 -0.5 0.8
C 0.1 -0.7 1.0
C -0.7 1.5 -0.5
C 2.3 1.6 -0.4
O -2.4 -1.1 0.4
C -3.6 -2.9 -1.6
O 2.4 2.5 1.1
O 1.1 -1.0 0.2
H -0.4 0.1 -0.9
H 0.0 0.7 0.0
H 0.1 -0.5 0.7
H 0.7 -0.1 0.1
H 0.6 0.4 0.0
H -0.2 -0.5 0.1
C -0.3 -1.8 0.1
C 0.7 1.9 -1.3
C -1.6 -1.3 0.2
O -0.7 0.8 -1.5
C 0.5 -1.6 3.5
O -0.8 -0.4 -1.0
O 1.0 0.7 1.2
H 0.2 0.9 -0.2
H 0.3 0.1 0.1
H -0.3 0.4 0.3
H 0.0 0.4 -0.2
H -0.3 0.7 0.8
H 1.1 -0.8 -2.1
C 1.4 -0.1 0.0
C -1.6 -1.8 1.7
C -0.9 -2.1 0.2
O 0.2 0.9 1.6
C 4.2 0.2 -3.2
O -1.2 -0.3 0.7
O 0.8 -0.6 -0.6
H 0.0 0.9 -0.2
H -0.2 -0.1 -0.3
H -0.9 0.3 0.6
H -1.4 1.3 -1.0
H 0.0 0.2 0.2
H -0.6 1.1 0.6
C -0.1 1.0 0.8
C -0.2 1.4 -2.8
C 1.9 0.8 -1.8
O -3.9 1.5 1.3
C 1.4 -5.6 2.5
O 0.5 2.2 -1.7
O 0.2 0.0 0.5
H 0.4 -0.3 -0.3
H 0.5 0.2 0.1
H -0.7 -0.8 0.0
H 0.0 -0.3 0.2
H 0.5 -0.6 0.3
H -0.3 0.6 0.7
C 0.3 0.2 0.3
C -0.4 -0.7 1.8
C 0.6 0.3 2.3
O -1.7 -0.8 2.2
C 1.9 3.3 -2.5
O -0.2 -2.4 0.2
O 0.5 0.4 -1.2
H 0.3 0.5 0.0
H -1.0 -0.1 0.2
H -0.1 -0.2 -0.8
H 0.0 0.0 -0.4
H -0.2 -0.2 -1.6
H 0.2 -0.2 -0.4
C -1.2 -0.4 -0.3
C 2.9 -0.1 0.8
C 1.2 0.2 -1.2
O 1.6 0.1 0.3
C -3.9 -1.7 -0.8
O 1.1 1.5 0.0
O -0.7 0.6 0.4
H 0.0 0.6 0.5
H -0.4 0.8 -0.1
H 0.1 -0.6 -0.2
H -0.3 0.0 -0.1
H -0.5 0.4 0.2
H -0.2 -1.2 0.1
C -0.5 -1.4 -1.3
O 0.4 -0.1 1.5
C 1.1 0.3 -9.0
O -1.2 0.1 7.9
O 0.9 0.4 0.4
C 0.4 0.3 -1.7
H 0.6 0.8 0.5
H -0.2 -0.1 0.8
H -0.4 0.7 -0.2
H -1.0 -0.1 0.6
H -0.5 -0.8 0.5
H 0.3 0.1 0.1
C -1.4 0.7 -0.8
C 0.7 0.2 -0.7
C 0.5 1.7 -0.7
C 1.9 -0.6 -2.0
N -1.5 0.8 2.4
H 0.9 -1.1 1.0
H 0.6 0.1 -0.2
H 0.3 0.2 -0.5
H 0.1 0.3 0.7
H -0.3 -0.4 0.3
H -2.4 -1.1 -0.2
H 0.6 -0.8 0.7


# C8H6ClN2O12RhS2

A molecular structure, C8H6ClN2O12RhS2 at a distorted geometry (ωB97M-V/def2-TZVPD, the Open Molecules 2025 dataset).

- HOMO-LUMO gap (Ha) = 0.2478
- total energy (Ha) = -2687.8788
- HOMO energy (eV) = -2.38
- total charge = -2
- energy above the lowest of the compared OMol25 structures with the same formula, charge and spin (kJ/mol) = 94.4
- multiplicity = 1

Each line ends with the Mulliken charge.
Geometry (Å):
Rh 0.230 1.760 -0.363  1.25
O 1.418 0.931 3.359  -0.67
Cl 0.974 2.104 2.657  1.84
O 1.224 3.271 3.444  -0.70
O 1.741 2.207 1.381  -0.60
O -0.432 1.996 2.329  -0.63
O -1.977 -0.859 -2.285  -0.76
C -1.083 -0.014 -2.243  0.79
O -1.215 1.085 -1.542  -0.80
C 0.217 -0.222 -3.114  0.47
O 0.012 -0.343 -4.325  -0.75
O 1.274 -0.273 -2.445  -0.64
N -2.758 -2.878 0.048  -0.25
C -1.797 -3.255 0.912  0.02
O -1.879 -4.240 1.639  -0.70
C -0.584 -2.377 0.906  0.22
C 0.657 -2.904 1.222  -0.19
C 1.776 -2.097 1.116  -0.91
C 1.621 -0.798 0.669  -0.40
N 0.420 -0.280 0.408  0.39
C -0.660 -1.039 0.555  -0.60
H -3.569 -3.468 -0.018  0.21
H -2.600 -2.165 -0.670  0.23
H 0.722 -3.938 1.538  0.45
H 2.762 -2.466 1.360  0.39
H 2.465 -0.147 0.504  0.51
H -1.611 -0.552 0.399  0.81
O -0.550 3.644 -0.617  -0.55
S 0.453 4.378 -1.503  1.18
O 1.130 5.445 -0.807  -0.64
O -0.099 4.739 -2.783  -0.64
S 1.720 2.757 -1.735  -0.35

Cartesian forces, eV/Å:
Rh -0.9 0.3 0.7
O 0.0 -0.1 -0.1
Cl 0.0 0.1 0.1
O 0.0 0.0 -0.1
O -0.9 0.0 -0.3
O 0.2 -0.1 0.0
O -0.2 0.0 0.5
C 0.3 -0.3 -1.0
O 0.4 0.2 0.7
C -0.3 0.1 0.5
O 0.1 0.0 -0.1
O 0.1 -0.1 0.1
N -0.1 0.3 -0.3
C 0.2 0.0 0.2
O 0.0 0.1 -0.1
C 0.0 0.0 0.1
C 0.0 0.0 0.0
C 0.0 0.0 0.0
C 0.0 0.0 -0.1
N 0.7 0.3 -0.4
C -0.1 0.1 0.0
H 0.0 0.0 0.0
H 0.0 -0.2 0.1
H 0.0 0.0 0.0
H 0.0 0.0 -0.1
H 0.0 0.0 0.0
H 0.0 0.0 -0.2
O 0.6 -0.6 0.0
S 0.6 0.2 -0.4
O -0.2 0.0 0.1
O -0.2 0.0 0.1
S -0.3 -0.5 -0.1